Entry 1:
This record from the Open Molecules 2025 dataset describes 5 unconnected molecules or ions with the total composition C18H38F2NO12. The level of theory is ωB97M-V with the def2-TZVPD basis set.

Values from the calculation:
DFT total energy ... -50760.2325 eV
HOMO level ... -0.43889 Eh
Energy relative to the best compared isomer or geometry (same formula, charge and spin) ... 126.8 kJ/mol
E_LUMO ... -1.74 eV

Structure (ORCA input):
```
! wB97M-V def2-TZVPD RIJCOSX def2/J DEFGRID3
* xyz 1 1
C -1.7545 -3.5038 -0.7352
H 0.4215 -1.9948 6.8458
O -1.9505 1.5572 0.8088
O 1.7315 1.9492 1.8918
H 3.5005 3.0312 2.0768
H -0.3305 -0.4408 0.8408
O -0.5195 0.7092 -5.3212
C -0.5165 -1.8598 3.8618
H -2.2025 3.2642 -5.2452
H 1.2765 2.5902 3.8868
H -3.2585 2.0002 -5.2602
H 3.2705 -2.7848 -0.7032
C 2.5985 3.0352 0.0248
H -1.5095 -4.0368 -1.7502
H 3.5635 2.1372 -2.2742
H -0.8445 3.2762 -0.0822
H 3.3155 3.7812 -0.3672
C 0.0155 -4.3138 0.6018
C -0.4965 -2.0928 6.1698
H -1.9545 0.6542 -6.6352
O -1.9255 1.7172 -3.7922
O -0.1415 -2.6928 4.9218
H 2.1775 3.9782 1.9648
H 2.5885 1.5202 3.4818
H 0.9235 -4.3158 1.0048
H -0.1655 0.0752 5.9438
O 2.9465 1.8892 -0.1922
H 4.6625 -2.3068 -1.1992
C -3.1955 0.8332 0.6918
H 0.0765 -0.7968 -0.4962
C -2.3025 2.1812 -5.0962
H -3.5435 -2.5278 -1.3192
O -0.1665 0.2612 -3.1732
H 1.3525 -0.3348 0.5638
H 4.7405 0.1922 -1.5202
H -2.2365 -2.1098 -2.2442
H -1.7225 -0.1958 6.1688
C -0.8815 -0.5948 5.7668
C 3.5415 -2.1808 -1.4182
H -2.1825 -4.1078 -0.0612
H -0.6425 -4.5758 1.4588
C 3.0065 1.5042 -1.6232
C 2.5465 3.1172 1.6228
H 0.1315 0.7012 -0.3332
H 0.2265 -5.1368 -0.1472
C 1.5885 1.6802 3.2508
H 3.6305 -2.5418 -2.4522
H 1.9845 1.4262 -1.7962
O -2.3185 -1.0898 -0.3782
C -1.4265 1.3842 -6.0552
C -3.0415 -0.0568 -0.5782
C 3.7375 0.1782 -1.7822
C -2.4695 -2.1978 -1.1962
N 0.3345 -0.1588 0.2208
H -2.0575 2.7282 -0.9842
O 2.9675 -0.9128 -1.2832
H 1.7035 3.1212 -0.4292
H -3.1975 0.1972 1.6888
H -4.1865 1.5552 0.5718
F -0.6805 2.2212 -6.9122
H 0.7755 0.9052 3.3698
O -1.0525 -0.6758 4.3998
F -1.4425 -2.5978 6.8108
H -2.4515 0.4222 -1.1242
H -4.1465 -0.3178 -1.1222
C -1.9215 2.7972 0.0908
O -0.4595 -3.1608 -0.1002
O -0.3945 -2.0708 2.6568
H -2.5235 3.5272 0.4498
C -0.8685 0.8082 -4.0442
H 3.7455 -0.2228 -2.8812
*
```

Entry 2:
This record from the Open Molecules 2025 dataset describes 2 unconnected molecules or ions with the total composition C3HNO2. The level of theory is ωB97M-V with the def2-TZVPD basis set.

Values from the calculation:
DFT total energy ... -8707.9125 eV
HOMO level (alpha / beta) ... -0.32779 / -0.46719 Eh
Energy relative to the best compared isomer or geometry (same formula, charge and spin) ... 44.7 kJ/mol
E_LUMO (alpha / beta) ... 0.37 / -1.69 eV
Expectation value of S² ... 2.016

Structure (ORCA input):
```
! wB97M-V def2-TZVPD RIJCOSX def2/J DEFGRID3
* xyz 0 3
C -0.4740 0.2011 1.3839
C -0.1888 0.0828 -1.3049
H -1.3837 -0.2745 1.4784
N 0.3582 1.0314 1.5012
O 1.4872 -1.5643 -0.5685
O -0.6814 1.1167 -1.6258
C 0.8825 -0.5932 -0.8642
*
```

Entry 3:
This record from the Open Molecules 2025 dataset describes 2 unconnected molecules or ions with the total composition C2H2Cl2Si. The level of theory is ωB97M-V with the def2-TZVPD basis set.

Values from the calculation:
DFT total energy ... -35028.1827 eV
HOMO level ... -0.33755 Eh
Energy relative to the best compared isomer or geometry (same formula, charge and spin) ... 155.8 kJ/mol
E_LUMO ... -0.49 eV

Structure (ORCA input):
```
! wB97M-V def2-TZVPD RIJCOSX def2/J DEFGRID3
* xyz 0 1
Cl -1.5325 -0.1017 -1.3383
C 0.6508 1.3597 0.0639
H 2.2420 -0.2128 0.1584
Si -0.6593 -1.5102 -0.0600
C 1.4600 0.4861 0.0915
Cl -2.1746 -2.2053 1.1828
H 0.0136 2.1842 -0.0983
*
```

Entry 4:
This record from the Open Molecules 2025 dataset describes C4H8Si in the gas phase. The level of theory is ωB97M-V with the def2-TZVPD basis set.

Values from the calculation:
Structure (SMILES) ... [SiH2]=CC1CC1
DFT total energy ... -12151.5748 eV
HOMO level ... -0.30561 Eh
Energy relative to the best compared isomer or geometry (same formula, charge and spin) ... 247.2 kJ/mol
E_LUMO ... 0.25 eV

Structure (ORCA input):
```
! wB97M-V def2-TZVPD RIJCOSX def2/J DEFGRID3
* xyz 0 1
H -0.2770 -1.0328 -1.8328
C 0.4791 0.9858 0.8025
H 1.6716 0.4958 -0.9949
H 1.2410 1.5830 1.1915
H -1.2201 1.3268 -0.5986
C -0.1812 1.5980 -0.4002
C 0.0284 -0.8841 -0.7933
C 0.7364 0.4705 -0.5827
H 0.0415 0.1670 1.4200
H 0.1192 2.5827 -0.6417
H -0.6127 -1.9644 1.9468
H -1.2739 -3.3548 0.1099
Si -0.7524 -1.9736 0.3735
*
```

Entry 5:
This record from the Open Molecules 2025 dataset describes a molecular structure, C35H42AsCl3GeN2O3PtSe2. The level of theory is ωB97M-V with the def2-TZVPD basis set.

Values from the calculation:
DFT total energy ... -334936.1344 eV
HOMO level (alpha / beta) ... -0.59510 / -0.59510 Eh
Energy relative to the best compared isomer or geometry (same formula, charge and spin) ... 212.6 kJ/mol
E_LUMO (alpha / beta) ... -9.55 / -10.00 eV
Expectation value of S² ... 0.757

Structure (ORCA input):
```
! wB97M-V def2-TZVPD RIJCOSX def2/J DEFGRID3
* xyz 3 2
H 1.6045 -1.2494 4.3098
C -2.4094 -1.1168 -5.5705
C -2.8864 -1.1916 3.8932
H -4.5652 -4.7871 -5.1703
C -1.2039 -0.4583 -4.9529
C 0.8605 0.8572 -3.7299
C 5.6909 0.0937 3.9461
Se 5.5995 -0.5245 2.1033
H 4.4481 1.5032 5.0495
As -2.1450 -0.5705 1.2407
C -0.7623 1.7896 2.0429
H -3.1865 1.5329 -0.5951
C -3.1841 1.9427 2.1048
C 3.8699 3.0163 0.7672
C -0.6780 3.0947 2.5064
H -4.1616 1.4969 1.9572
H 6.4284 -2.7477 1.3489
C 4.6463 1.1880 4.0260
H -2.6658 -3.5331 1.4180
H 1.6698 4.5317 -1.4465
C -3.1328 -0.6200 -0.3999
O -3.1946 -0.4040 -6.1752
C -0.9615 -0.5836 -3.6016
N 0.0457 0.0771 -3.0057
H 0.2914 3.5470 2.6710
H 4.6968 4.0319 -1.6582
C -4.3719 -0.6671 -2.8789
H 1.6587 1.3454 -3.1915
H 4.9071 2.0649 3.4361
C -3.2913 -2.0232 4.9268
C 2.1761 1.9803 -0.6736
H 4.6623 2.2669 -1.7657
Cl 0.0141 -3.7938 -1.2701
C -2.8527 -3.1010 2.3916
C -4.0699 -1.8644 -2.2344
C 4.0421 3.1635 -1.7358
H 0.1376 1.2194 1.8459
O -0.5729 -1.1042 0.7096
C -3.4472 -1.8447 -0.9959
C 3.0795 3.1380 -0.5407
H 5.9825 -2.8278 3.0787
Cl 2.5524 -2.1635 -2.9551
H 5.4091 -0.7554 4.5663
C 2.4973 -0.7236 4.6383
C -3.7188 -3.1676 -5.8570
C -2.0175 1.2260 1.8381
H 2.2801 -0.1278 5.5226
H 6.6960 0.4106 4.2198
H -3.4748 -3.6993 -6.7793
N -2.5599 -2.4332 -5.3772
H 4.5477 3.8650 0.8672
H -4.2881 1.4760 -2.7984
O -4.0517 -4.0514 -4.8166
Ge 1.4215 -2.2166 -1.1816
C 6.4753 -2.2409 2.3085
H -2.7508 -0.1326 4.0732
C -3.4774 -3.3783 4.6954
C 0.6633 1.0263 -5.0882
H -3.7997 -4.0215 5.5031
H -3.2209 -2.7802 -0.5028
C -3.0848 3.2438 2.5703
C -4.0453 0.5491 -2.2956
H -4.5044 -2.4367 -6.0619
C 2.2319 4.4191 -0.5196
H 3.2890 -1.4390 4.8470
H 1.3304 1.6708 -5.6428
Cl 2.6995 -2.3050 0.4947
Pt 0.0309 -0.2768 -0.9884
H -0.5984 0.5280 -6.7628
H -4.3223 -2.8082 -2.7004
H 2.8860 5.2846 -0.4106
H -3.9817 3.8098 2.7816
H 3.1903 3.0180 1.6228
C -0.3935 0.3848 -5.7092
H 4.4627 2.0984 0.7742
H 7.5122 -2.0446 2.5765
C -3.2538 -3.9182 3.4334
H -1.6019 -1.1948 -2.9684
C -1.8336 3.8176 2.7675
H -1.7634 4.8338 3.1316
C -3.4248 0.5800 -1.0518
H -3.3959 -4.9765 3.2630
H -1.8145 -2.9735 -4.9625
H 3.4953 3.2438 -2.6763
Se 3.0094 0.4824 3.2134
H -3.4685 -1.6101 5.9104
H 1.5266 4.4118 0.3125
C -2.6764 -1.7374 2.6284
C 1.4189 1.0459 -0.7950
H -4.8715 -0.6816 -3.8397
*
```

Entry 6:
This record from the Open Molecules 2025 dataset describes C5H5NO in the gas phase. The level of theory is ωB97M-V with the def2-TZVPD basis set.

Values from the calculation:
Structure (SMILES) ... C#C[C@H]1CN1C=O
DFT total energy ... -8797.4306 eV
HOMO level ... -0.36312 Eh
Energy relative to the best compared isomer or geometry (same formula, charge and spin) ... 577.8 kJ/mol
E_LUMO ... 0.32 eV

Structure (ORCA input):
```
! wB97M-V def2-TZVPD RIJCOSX def2/J DEFGRID3
* xyz 0 1
H 0.3850 -1.0498 2.0008
N 0.3727 0.4942 0.3934
C -0.6461 -0.3861 0.0026
C 0.0683 1.6964 1.0640
O 0.6445 2.2830 2.0351
C -0.3687 -0.9760 -2.6491
H -1.5352 0.0562 0.5120
H -0.4896 2.0979 0.1339
C -0.6271 -0.8295 -1.3988
H 0.4446 -1.2089 -3.6318
H 1.1838 -1.4562 0.5747
C 0.5678 -0.7210 0.9634
*
```

Number 1: maximum force 13.26 eV/A. Number 2: maximum force 5.92 eV/A. Number 3: maximum force 0.76 eV/A. Number 4: maximum force 3.85 eV/A. Number 5: maximum force 1.12 eV/A. Number 6: maximum force 6.00 eV/A.